The following is a DFT calculation (the ωB97M-V functional and the def2-TZVPD basis) of a 2-piece molecular cluster, H3O2 overall in a non-equilibrium geometry.

Last column: natural (NBO) charge in e.
CARTESIAN COORDINATES (ANGSTROEM)
O  1.09  -0.62  0.37  -1.0482
H  1.10  -0.73  -0.70  0.4185
O  -1.12  0.64  -0.17  -1.2701
H  -1.02  0.71  -1.07  0.3937
H  0.17  -0.10  0.22  0.5061

Energy above the lowest of the compared OMol25 structures with the same formula, charge and spin = 0.5012 eV
HOMO = -3.11 eV
Energy = -4143.3263 eV
Gap between HOMO and LUMO = 8.59 eV
Total charge = -1


The following is a DFT calculation (the ωB97M-V functional and the def2-TZVPD basis) of an isolated molecule of C2H3N3O in a non-equilibrium geometry.

Last column: natural (NBO) charge in e.
CARTESIAN COORDINATES (ANGSTROEM)
O  1.02  1.35  -1.03  -0.6631
C  0.39  0.52  -0.15  0.2862
N  -0.91  0.07  -0.39  -0.4238
C  -0.95  -1.02  0.29  0.1824
N  0.25  -1.36  0.93  -0.2316
N  1.12  -0.52  0.56  -0.0994
H  0.33  1.80  -1.54  0.4980
H  -1.82  -1.65  0.41  0.2040
H  0.48  0.89  0.93  0.2473

Energy above the lowest of the compared OMol25 structures with the same formula, charge and spin = 2.6847 eV
SMILES = O[C@H]1N=CN=N1
HOMO = -10.40 eV
Energy = -8637.8098 eV
Gap between HOMO and LUMO = 10.04 eV
Total charge = 0


The following is a DFT calculation (the ωB97M-V functional and the def2-TZVPD basis) of C26H54AsF6O21 as an isolated structure in a non-equilibrium geometry.

Last column: Löwdin charge in e.
CARTESIAN COORDINATES (ANGSTROEM)
As  19.39  -11.16  9.74  0.9809
F  21.08  -11.64  9.84  -0.2524
F  19.86  -9.47  9.30  -0.2713
F  17.65  -10.80  9.63  -0.2558
F  18.86  -12.89  10.16  -0.2920
F  19.41  -10.74  11.54  -0.2842
F  19.33  -11.67  8.03  -0.2555
C  24.27  -12.22  11.11  -0.1737
O  24.05  -13.54  11.56  -0.1023
H  25.30  -11.90  10.97  0.0755
H  23.77  -11.89  10.20  0.0698
H  23.92  -11.52  11.87  0.0568
H  24.59  -13.64  12.35  0.0811
C  22.33  -8.68  11.28  -0.1639
O  23.58  -8.23  11.73  -0.1188
H  22.51  -9.49  10.57  0.0608
H  21.81  -9.11  12.14  0.0615
H  21.79  -7.81  10.90  0.0748
H  23.88  -8.77  12.46  0.0697
C  20.66  -14.95  8.59  -0.1338
O  19.38  -14.59  8.10  -0.1430
H  20.78  -16.00  8.89  0.0818
H  21.40  -14.72  7.83  0.0765
H  20.92  -14.32  9.44  0.0585
H  19.12  -13.72  8.42  0.0260
C  18.99  -13.17  4.97  -0.1301
O  19.26  -14.57  5.30  -0.1369
H  19.21  -12.94  3.93  0.0729
H  17.95  -12.86  5.10  0.0627
H  19.65  -12.54  5.55  0.0470
H  19.37  -14.67  6.25  0.0078
C  16.90  -10.99  13.27  -0.1731
O  15.76  -10.97  14.08  -0.1045
H  17.76  -10.63  13.84  0.0733
H  17.11  -11.99  12.90  0.0600
H  16.75  -10.32  12.42  0.0614
H  15.81  -11.71  14.70  0.0779
C  16.37  -14.58  11.36  -0.1500
O  15.57  -15.15  12.40  -0.1363
H  17.37  -15.03  11.39  0.0762
H  15.93  -14.82  10.39  0.0833
H  16.42  -13.52  11.57  0.0459
H  14.65  -14.91  12.28  0.0643
C  19.59  -5.67  10.57  0.0123
C  19.05  -6.95  11.28  -0.3683
C  19.38  -7.06  12.72  -0.0958
O  18.09  -7.26  13.29  0.0917
C  17.11  -7.15  12.41  -0.5109
O  15.91  -7.09  12.65  0.1413
O  17.69  -6.98  11.18  0.0823
H  20.67  -5.59  10.60  0.0721
H  19.25  -4.72  10.99  0.0853
H  19.27  -5.63  9.52  0.0754
H  19.33  -7.92  10.87  0.1184
H  19.85  -6.15  13.09  0.1342
H  20.13  -7.83  12.90  0.1156
C  13.43  -11.32  10.57  0.0084
C  13.91  -9.86  10.94  -0.2754
C  15.04  -9.33  10.03  -0.1201
O  14.62  -8.06  9.67  0.1072
C  13.39  -7.86  10.05  -0.6066
O  12.72  -6.88  9.86  0.1466
O  12.92  -8.92  10.65  0.1043
H  14.16  -12.10  10.79  0.0657
H  13.28  -11.34  9.49  0.0812
H  12.48  -11.57  11.03  0.0770
H  14.20  -9.78  11.99  0.1397
H  15.09  -10.02  9.19  0.1158
H  16.03  -9.32  10.48  0.1013
C  21.49  -11.78  14.21  0.0013
C  20.51  -12.98  14.19  -0.2868
C  20.78  -13.96  13.04  -0.0990
O  20.69  -15.19  13.70  0.0719
C  20.57  -15.04  15.04  -0.5889
O  20.51  -15.94  15.81  0.1668
O  20.75  -13.77  15.36  0.0962
H  21.31  -11.12  13.36  0.0574
H  22.50  -12.17  14.09  0.0762
H  21.31  -11.28  15.16  0.0856
H  19.45  -12.73  14.14  0.1418
H  21.79  -13.68  12.73  0.1093
H  20.05  -13.93  12.23  0.1252
C  23.12  -8.77  7.36  -0.0032
C  22.74  -9.28  5.96  -0.3125
C  21.84  -10.49  5.95  -0.1396
O  20.82  -10.12  5.09  0.0609
C  20.95  -8.79  4.75  -0.5592
O  20.25  -8.13  4.00  0.1345
O  21.97  -8.30  5.35  0.1203
H  23.47  -7.74  7.30  0.0868
H  23.81  -9.35  7.98  0.0864
H  22.23  -8.64  7.96  0.0691
H  23.62  -9.45  5.35  0.1541
H  21.33  -10.60  6.90  0.1132
H  22.46  -11.36  5.74  0.1461
C  18.30  -7.90  7.03  0.0056
C  17.35  -8.64  6.08  -0.3008
C  16.83  -9.97  6.58  -0.1151
O  15.45  -9.82  6.57  0.0847
C  15.09  -8.61  6.12  -0.5325
O  13.93  -8.13  6.08  0.0973
O  16.16  -7.92  5.88  0.1170
H  19.29  -8.35  7.10  0.0656
H  17.89  -7.95  8.04  0.0815
H  18.41  -6.86  6.75  0.0927
H  17.78  -8.81  5.10  0.1454
H  17.27  -10.17  7.56  0.0948
H  17.27  -10.76  5.97  0.1225

Energy above the lowest of the compared OMol25 structures with the same formula, charge and spin = 1.4682 eV
HOMO = -7.95 eV
Energy = -147982.9564 eV
Gap between HOMO and LUMO = 9.53 eV
Total charge = -1


The following is a DFT calculation (the ωB97M-V functional and the def2-TZVPD basis) of HgI as an isolated structure in a non-equilibrium geometry.

Last column: natural (NBO) charge in e.
CARTESIAN COORDINATES (ANGSTROEM)
Hg  -0.33  -0.21  0.99  1.0754
I  0.33  0.21  -0.99  -0.0754

Energy above the lowest of the compared OMol25 structures with the same formula, charge and spin = 2.0243 eV
HOMO = -15.82 eV
Energy = -12264.8471 eV
Gap between HOMO and LUMO = 7.83 eV
Total charge = +1


The following is a DFT calculation (the ωB97M-V functional and the def2-TZVPD basis) of an isolated molecule of C3H6ClNS2 in a non-equilibrium geometry.

Last column: natural (NBO) charge in e.
CARTESIAN COORDINATES (ANGSTROEM)
C  1.26  1.74  0.06  -0.7726
C  -0.55  -0.54  -0.06  0.0838
C  -1.91  -0.70  0.56  -0.3719
H  2.23  1.34  -0.35  0.2367
H  1.20  2.77  -0.43  0.2398
H  1.16  1.94  1.13  0.2324
H  -2.20  -0.05  1.33  0.2309
H  -2.03  -1.71  0.81  0.2310
H  2.11  -2.59  -0.86  0.1179
N  0.22  -1.55  -0.04  -0.5181
S  -0.19  1.09  -0.74  0.2146
S  1.85  -1.32  -0.65  0.1576
Cl  -3.15  -0.40  -0.76  -0.0822

Energy above the lowest of the compared OMol25 structures with the same formula, charge and spin = 1.2946 eV
SMILES = CS/C(CCl)=N\S
HOMO = -9.21 eV
Energy = -38890.1141 eV
Gap between HOMO and LUMO = 9.68 eV
Total charge = 0


The following is a DFT calculation (the ωB97M-V functional and the def2-TZVPD basis) of a 4-piece molecular cluster, C2H11NO5 overall in a non-equilibrium geometry.

Last column: natural (NBO) charge in e.
CARTESIAN COORDINATES (ANGSTROEM)
O  0.08  -2.32  0.50  -0.6349
C  -0.72  -1.56  -0.02  0.5287
N  -0.45  -0.65  -0.98  -0.6398
C  0.89  -0.42  -1.52  0.0923
O  0.76  -0.19  -2.90  -0.7157
H  -1.81  -1.65  0.21  0.1229
H  -1.07  0.08  -1.28  0.4100
H  1.33  0.50  -1.14  0.1781
H  1.53  -1.27  -1.30  0.1822
H  0.40  -0.91  -3.37  0.4744
H  -2.68  3.68  1.40  0.4708
H  -2.36  3.95  0.00  0.4608
O  -3.15  3.94  0.60  -0.9315
H  2.34  -2.86  1.48  0.4742
H  2.49  -2.92  0.03  0.4648
O  3.03  -2.79  0.81  -0.9375
H  0.06  2.38  3.04  0.4881
H  -0.17  1.11  2.00  0.4892
O  -0.51  1.91  2.44  -0.9770

Energy above the lowest of the compared OMol25 structures with the same formula, charge and spin = 1.2107 eV
SMILES = O=CNCO.O.O.O
HOMO = -10.52 eV
Energy = -13979.6667 eV
Gap between HOMO and LUMO = 10.72 eV
Total charge = 0


Among the records above, which one has the highest total charge?
HgI


The highest energy above the lowest of the compared OMol25 structures with the same formula, charge and spin belongs to which entry?
C2H3N3O